Molecular formula: C11H10ClF3N4O3S
Method: DFT, the ωB97M-V functional and the def2-TZVPD basis

```
! RIJCOSX wB97M-V def2-TZVPD def2/J DEFGRID3
* xyz 0 1
Cl 5.88 -0.92 -0.06
S -2.14 2.62 -1.46
F -3.07 4.74 -2.79
F -1.76 5.37 -1.14
F -3.79 4.69 -0.70
O -0.77 2.48 -1.92
O -3.05 1.71 -2.15
O -1.02 -0.40 -1.63
N -2.09 2.12 0.21
N 3.84 -2.53 0.53
N -1.62 0.93 1.73
N -0.64 -1.45 0.35
C -1.62 0.90 0.39
C 2.54 -2.81 0.50
C -2.72 4.43 -1.51
C -0.71 -0.01 2.42
C -0.82 -1.43 1.82
C 0.17 -2.52 -0.29
C 3.41 -0.72 -1.04
C 2.10 -1.10 -1.12
C -1.10 -0.34 -0.39
C 4.26 -1.48 -0.22
C 1.62 -2.14 -0.31
H 0.30 0.37 2.30
H -0.14 -2.82 -1.29
H -1.79 -1.93 2.07
H 0.01 -3.41 0.32
H -0.94 -0.08 3.51
H 3.81 0.02 -1.68
H -1.73 1.90 1.94
H 2.16 -3.57 1.19
H 1.44 -0.59 -1.79
H -0.02 -2.06 2.22
*
```

Computed properties:
**HOMO energy**: -9.61 eV
**E_tot**: -2027.79751 Eh
**LUMO level**: -0.808 eV
**Structure (SMILES)**: O=C1/C(=N\S(=O)(=O)C(F)(F)F)NCCN1Cc1ccc(Cl)nc1
**Frontier orbital gap**: 8.803 eV
**Strongest force on any atom**: 6.3 eV/A


Molecular formula: C8H28BF4N3O4S2
Method: DFT, the ωB97M-V functional and the def2-TZVPD basis

```
! RIJCOSX wB97M-V def2-TZVPD def2/J DEFGRID3
* xyz 2 1
S -0.09 -3.05 2.65
S -2.64 0.67 -1.02
F 1.38 2.11 -0.42
F 3.00 0.67 -0.64
F 0.84 -0.06 -0.04
F 2.31 1.04 1.38
O -2.20 -0.71 -0.91
O -3.28 1.25 0.18
O 0.53 -4.08 3.51
O 0.31 -2.89 1.27
N 1.05 -2.33 -1.53
N 4.98 1.89 1.50
N 4.01 1.23 -2.86
C -3.52 2.33 -2.87
C -3.85 0.87 -2.40
C -1.62 -0.88 3.44
C -1.97 -3.24 2.64
C -0.16 -1.36 3.48
C -2.64 -2.14 3.48
C -2.02 2.30 -2.96
C -1.45 1.80 -1.59
B 1.83 0.89 0.08
H -3.09 -2.48 4.41
H 4.51 1.25 0.87
H 1.92 -2.80 -1.73
H 0.49 -0.69 2.92
H -3.88 3.07 -2.16
H 0.31 -1.61 4.44
H -1.59 -0.37 2.48
H -1.75 -0.09 4.19
H -3.52 -1.80 2.93
H -2.14 -4.15 3.22
H -3.95 2.40 -3.87
H 3.57 0.84 -2.04
H 4.82 2.82 1.14
H -1.80 3.36 -3.14
H -0.55 1.26 -1.85
H 1.27 -1.68 -0.79
H 3.97 2.23 -3.00
H 5.00 1.09 -2.93
H -1.27 2.54 -0.81
H -3.55 0.12 -3.13
H -1.68 1.80 -3.86
H 4.65 1.81 2.45
H 0.39 -3.00 -1.15
H 0.68 -1.89 -2.36
H 3.62 0.76 -3.67
H -2.36 -3.54 1.67
H -4.86 0.70 -2.05
H 5.98 1.74 1.46
*
```

Computed properties:
**HOMO energy**: -14.10 eV
**E_tot**: -2007.13476 Eh
**LUMO level**: -6.819 eV
**Frontier orbital gap**: 7.279 eV
**Strongest force on any atom**: 4.8 eV/A


Molecular formula: C3HBrClNS
Method: DFT, the ωB97M-V functional and the def2-TZVPD basis

```
! RIJCOSX wB97M-V def2-TZVPD def2/J DEFGRID3
* xyz 0 1
Br 2.84 1.68 -0.11
Cl 0.07 -3.37 0.02
S -1.53 -0.98 -0.26
N 0.21 1.05 0.19
C -0.02 -1.67 0.08
C -0.99 0.72 -0.11
C 1.23 1.31 0.70
H -1.81 1.27 -0.50
*
```

Computed properties:
**HOMO energy (alpha / beta)**: -8.20 / -8.20 eV
**E_tot**: -3601.87289 Eh
**LUMO level (alpha / beta)**: -0.876 / -0.876 eV
**Frontier orbital gap (alpha / beta)**: 7.322 / 7.321 eV
**Strongest force on any atom**: 4.3 eV/A


Molecular formula: CH2FNOS
Method: DFT, the ωB97M-V functional and the def2-TZVPD basis

```
! RIJCOSX wB97M-V def2-TZVPD def2/J DEFGRID3
* xyz 0 1
S 0.14 -0.22 -1.79
F -0.06 -0.42 2.10
O -0.87 1.24 0.70
N 0.23 -0.51 -0.13
C -0.24 0.26 0.83
H 0.16 1.01 -1.71
H 0.63 -1.37 0.00
*
```

Computed properties:
**HOMO energy**: -9.57 eV
**E_tot**: -667.33757 Eh
**LUMO level**: 0.382 eV
**Structure (SMILES)**: O=C(F)NS
**Frontier orbital gap**: 9.952 eV
**Strongest force on any atom**: 3.9 eV/A


Molecular formula: C5H6O
Method: DFT, the ωB97M-V functional and the def2-TZVPD basis

```
! RIJCOSX wB97M-V def2-TZVPD def2/J DEFGRID3
* xyz 0 1
O 1.00 -0.37 -1.43
C 0.08 0.63 -1.20
C -1.50 0.56 1.00
C 0.56 -0.72 0.78
C 1.24 -1.12 -0.34
C -0.24 0.37 0.36
H 0.59 -1.36 1.53
H -2.25 1.25 0.58
H 0.60 1.60 -1.34
H -1.32 0.23 2.09
H 2.10 -1.83 -0.31
H -0.87 0.76 -1.72
*
```

Computed properties:
**HOMO energy**: -7.68 eV
**E_tot**: -269.24157 Eh
**LUMO level**: 0.829 eV
**Structure (SMILES)**: C=C1C=COC1
**Frontier orbital gap**: 8.510 eV
**Strongest force on any atom**: 6.5 eV/A


Molecular formula: BH76O36
Method: DFT, the ωB97M-V functional and the def2-TZVPD basis

```
! RIJCOSX wB97M-V def2-TZVPD def2/J DEFGRID3
* xyz -1 1
O -2.98 1.42 -1.33
O -7.56 -4.17 -5.78
O -1.03 -1.84 -2.89
O 1.51 0.60 2.77
O -2.56 4.13 -2.70
O -1.37 0.48 2.38
O -4.40 0.48 -5.84
O 4.00 2.18 1.96
O 6.30 4.01 0.31
O 4.45 6.66 -0.16
O -0.72 -7.37 2.49
O -3.41 -6.09 2.71
O -4.17 0.27 1.03
O 5.58 0.83 -0.48
O 2.64 1.89 -0.63
O 3.60 -1.06 -2.02
O -6.42 -2.74 -3.21
O 0.24 -2.68 3.08
O 5.90 5.86 3.48
O -0.22 1.50 -0.37
O 2.18 4.91 -0.06
O 0.23 -5.02 1.31
O -3.77 -0.78 -3.42
O -5.48 -2.09 -0.13
O -2.57 -3.84 0.69
O 6.96 0.71 1.70
O -0.03 -5.03 4.53
O 2.50 -4.75 -0.51
O -2.17 -1.93 4.03
O -1.44 4.17 4.07
O -1.79 3.05 1.60
O 6.70 5.67 -2.45
O 0.85 4.63 -2.73
O -4.65 -4.82 -1.53
O 0.56 5.16 2.36
O -1.58 -1.26 0.01
B 1.43 -1.32 0.06
H -2.00 4.20 -3.50
H -4.64 0.66 1.78
H -2.05 -1.00 4.03
H 6.14 6.68 3.08
H -5.23 -5.21 -0.89
H -2.14 -2.32 4.84
H 2.00 -4.28 0.20
H -1.24 3.16 0.85
H -2.83 -0.98 -3.37
H -1.06 6.83 -5.52
H 7.81 1.07 1.87
H 3.14 -1.30 -1.21
H -3.49 -6.36 3.64
H -6.94 -2.66 -2.40
H -0.18 -2.33 -2.83
H 3.34 2.57 1.36
H -3.88 -0.03 -2.81
H 3.05 -4.11 -0.89
H 6.32 0.97 2.40
H 7.17 -8.27 1.22
H 6.01 6.32 -2.28
H -1.57 2.13 1.84
H 1.26 4.60 -1.85
H 4.25 1.35 1.51
H 0.42 -4.30 4.24
H -4.14 -0.11 -5.09
H 0.55 -1.89 2.48
H -1.84 4.19 -2.10
H 0.10 -4.21 1.85
H 2.91 -0.99 -2.66
H -1.10 1.38 -0.75
H -0.23 -5.62 3.80
H -1.75 -2.19 0.17
H -5.21 -1.17 -0.15
H 6.25 5.10 -3.14
H 2.25 1.21 3.00
H 6.13 0.37 0.19
H -0.36 -6.69 1.89
H -5.13 -4.12 -2.00
H -1.81 3.85 3.19
H 2.45 3.96 0.03
H 1.72 5.06 0.77
H -0.26 0.83 0.41
H 1.79 1.40 -0.53
H -1.48 -0.13 1.65
H -0.41 0.39 2.62
H -0.07 -4.87 0.43
H -7.64 -5.07 -5.37
H -2.97 -4.31 -0.02
H 3.65 6.19 -0.24
H -0.71 -2.66 3.37
H 6.44 4.05 -0.62
H -4.66 -2.56 -0.21
H -3.68 -0.54 1.31
H -1.27 -1.70 -1.96
H 1.53 4.70 -3.38
H -5.76 -2.04 -3.23
H -0.61 -1.19 -0.13
H -2.96 -4.32 1.46
H -0.43 -8.18 2.07
H -0.76 -2.13 -5.68
H 1.81 0.17 1.92
H 5.11 5.95 0.00
H 5.91 3.13 0.49
H 5.33 0.18 -1.13
H -3.18 1.58 -0.41
H 5.60 5.36 2.69
H -7.12 -3.67 -5.03
H 3.30 1.27 -1.03
H -3.22 2.29 -1.67
H -2.53 -6.37 2.52
H -0.01 4.69 3.02
H 0.42 6.07 2.66
H -3.66 0.58 -6.40
H -1.12 3.34 4.50
H 1.86 0.24 -5.18
*
```

Computed properties:
**HOMO energy**: -4.40 eV
**E_tot**: -2778.33996 Eh
**LUMO level**: -3.444 eV
**Frontier orbital gap**: 0.957 eV
**Strongest force on any atom**: 4.3 eV/A


Molecular formula: C5H7NO
Method: DFT, the ωB97M-V functional and the def2-TZVPD basis

```
! RIJCOSX wB97M-V def2-TZVPD def2/J DEFGRID3
* xyz 0 1
O -0.07 2.06 0.82
N -1.63 -0.77 -0.79
C -1.12 1.48 0.16
C 0.54 -0.02 0.27
C -0.81 0.21 -0.19
C 0.91 1.14 0.87
C 1.36 -1.26 0.07
H 1.82 1.44 1.37
H -2.53 -0.39 -1.06
H 0.71 -2.15 0.02
H -1.99 2.10 0.03
H -1.20 -1.19 -1.60
H 2.06 -1.42 0.89
H 1.94 -1.22 -0.86
*
```

Computed properties:
**HOMO energy**: -8.09 eV
**E_tot**: -324.69441 Eh
**LUMO level**: 0.985 eV
**Structure (SMILES)**: Cc1cocc1N
**Frontier orbital gap**: 9.078 eV
**Strongest force on any atom**: 0.3 eV/A


Molecular formula: C10H9AlN2O5
Method: DFT, the ωB97M-V functional and the def2-TZVPD basis

```
! RIJCOSX wB97M-V def2-TZVPD def2/J DEFGRID3
* xyz 2 1
Al 0.99 0.27 -1.41
O -0.60 4.41 -5.42
O -2.61 1.58 -0.08
O 3.53 2.04 -0.80
O -2.77 -1.17 -1.93
O -0.16 2.65 -1.12
N 0.56 -0.34 0.28
N -0.37 0.11 1.16
C 2.68 1.30 -1.13
C -1.97 1.08 -1.04
C 0.35 -1.80 1.94
C -0.58 1.50 -1.34
C -0.58 -0.78 2.13
C 2.13 -2.19 0.07
C -2.57 -0.02 -1.78
C -0.94 3.64 -4.66
C 1.05 -1.51 0.77
C -1.65 -0.58 3.12
H -2.35 0.20 2.80
H -0.91 0.97 1.05
H 2.43 0.34 -2.18
H -2.20 -1.52 3.24
H 2.95 -1.53 -0.23
H 2.58 -2.95 0.74
H 1.77 -2.73 -0.82
H -1.23 -0.31 4.10
H 0.48 -2.68 2.56
*
```

Computed properties:
**HOMO energy (alpha / beta)**: -16.54 / -16.54 eV
**E_tot**: -1113.73341 Eh
**LUMO level (alpha / beta)**: -12.181 / -12.182 eV
**Frontier orbital gap (alpha / beta)**: 4.356 / 4.355 eV
**Strongest force on any atom**: 9.0 eV/A


Molecular formula: C12H21GdI2N2O
Method: DFT, the ωB97M-V functional and the def2-TZVPD basis

```
! RIJCOSX wB97M-V def2-TZVPD def2/J DEFGRID3
* xyz -2 8
Gd -1.51 1.17 -0.54
I -1.79 -1.71 -0.86
I -2.94 3.22 0.87
O 1.64 1.89 0.07
N 1.99 -0.58 -1.21
N 0.89 0.02 -3.01
C -1.27 -0.61 2.57
C 0.06 -1.34 2.61
C 1.11 0.35 -1.67
C -1.49 0.17 1.30
C 1.62 -1.11 -3.29
C 2.30 -1.43 -2.19
C -1.28 0.42 3.70
C 0.29 2.73 -1.77
C -2.40 -1.61 2.76
C -0.01 0.58 -4.03
C 2.56 -0.80 0.11
C 0.99 1.63 -0.96
H -2.45 -2.29 1.89
H -0.35 3.38 -1.21
H -1.05 0.17 -3.96
H 1.58 -1.57 -4.26
H 0.89 -0.65 2.43
H 0.18 -1.78 3.61
H 1.22 3.16 -2.14
H 3.03 -2.19 -2.01
H 3.58 -1.14 -0.06
H -3.36 -1.09 2.84
H 0.10 -2.14 1.86
H 0.38 0.33 -5.03
H -1.01 -0.08 4.65
H 2.00 -1.60 0.61
H -0.05 1.68 -4.05
H -2.22 -2.20 3.67
H -0.34 2.51 -2.62
H 2.57 0.08 0.71
H -2.61 0.34 1.27
H -0.55 1.21 3.50
H -2.27 0.88 3.82
*
```

Computed properties:
**HOMO energy (alpha / beta)**: 2.13 / 1.22 eV
**E_tot**: -2015.40178 Eh
**LUMO level (alpha / beta)**: 5.023 / 4.795 eV
**Expectation value of S²**: 15.861
**Frontier orbital gap (alpha / beta)**: 2.889 / 3.572 eV
**Strongest force on any atom**: 6.4 eV/A


Molecular formula: C19H38FeO2P2
Method: DFT, the ωB97M-V functional and the def2-TZVPD basis

```
! RIJCOSX wB97M-V def2-TZVPD def2/J DEFGRID3
* xyz 0 5
Fe 0.64 -0.08 -0.77
P 0.01 -2.19 -0.66
P -0.06 2.06 -0.85
O 0.38 1.33 2.64
O 2.53 0.01 1.80
C -0.38 -1.28 3.53
C 1.26 -3.15 0.20
C -1.75 -1.98 3.47
C 1.43 0.10 1.34
C -0.56 2.29 6.02
C -0.44 -0.02 4.38
C -1.50 2.85 -0.06
C -0.26 4.36 3.14
C -0.92 -0.10 5.63
C 0.56 3.73 4.29
C -0.01 2.36 4.78
C 1.36 2.92 -0.13
C 2.07 3.65 3.91
C -1.51 -3.04 -0.22
C 0.03 1.26 3.88
C 0.23 -2.67 -2.38
C 0.72 -2.24 4.06
C -0.06 2.61 -2.57
C -1.08 1.04 6.55
H -1.29 -1.05 6.07
H 2.64 3.32 4.79
H -1.65 -0.46 1.24
H 2.42 4.62 3.59
H -0.13 3.69 -2.60
H -2.37 -2.64 -0.76
H 0.00 5.41 3.05
H 1.18 -3.05 1.28
H -0.05 3.84 2.20
H 2.20 2.90 3.11
H 2.27 2.59 -0.63
H 0.56 -2.43 5.13
H 0.67 -3.20 3.49
H -0.88 0.28 -1.27
H -2.45 -1.36 2.87
H 0.17 -3.75 -2.50
H 1.71 -1.77 3.90
H 2.25 -2.80 -0.07
H 0.86 2.26 -3.03
H 1.19 -4.21 -0.06
H 0.49 4.42 5.18
H -0.52 -2.18 -3.01
H -2.42 2.47 -0.52
H -1.76 0.26 1.09
H -1.76 -2.93 0.84
H -1.54 2.62 1.00
H 1.25 4.00 -0.25
H -1.46 -4.11 -0.43
H -0.64 3.15 6.63
H -2.15 -2.13 4.48
H -1.48 0.98 7.48
H -0.10 -0.94 2.54
H -1.33 4.27 3.38
H -1.44 3.93 -0.21
H 1.45 2.68 0.93
H -1.63 -2.97 2.98
H -0.91 2.15 -3.08
H 1.21 -2.32 -2.73
*
```

Computed properties:
**HOMO energy (alpha / beta)**: -6.05 / -6.11 eV
**E_tot**: -2843.45514 Eh
**LUMO level (alpha / beta)**: -0.451 / -0.518 eV
**Expectation value of S²**: 6.048
**Frontier orbital gap (alpha / beta)**: 5.598 / 5.592 eV
**Strongest force on any atom**: 6.1 eV/A


Molecular formula: C4H20NO8S
Method: DFT, the ωB97M-V functional and the def2-TZVPD basis

```
! RIJCOSX wB97M-V def2-TZVPD def2/J DEFGRID3
* xyz -1 1
S -1.59 -2.94 2.91
O -1.10 2.18 -1.20
O 1.30 -3.50 0.19
O -1.91 -0.08 -2.20
O 2.04 0.31 -1.65
O 0.90 -2.09 -2.00
O 1.11 2.19 0.08
O 1.34 2.94 2.21
O 1.16 3.09 -2.51
N 0.39 0.94 1.88
C 0.27 -0.33 1.17
C -1.20 -0.74 1.15
C -1.73 -1.13 2.52
C 1.02 2.12 1.36
H -0.52 -3.24 2.24
H 2.03 0.78 -0.78
H 0.24 2.77 -2.45
H 2.15 1.08 -2.23
H 0.42 0.92 2.88
H 1.00 -4.35 -0.16
H 1.07 -1.05 1.45
H -1.49 -1.45 0.35
H -1.83 0.15 0.94
H 0.03 -1.68 -2.17
H -1.65 2.68 -0.58
H 1.35 2.98 -1.56
H 1.45 -1.26 -2.07
H 0.88 -2.87 -0.47
H -1.93 0.33 -3.07
H 0.48 -0.13 0.12
H -1.21 -0.64 3.35
H -0.21 2.30 -0.65
H -1.48 0.67 -1.70
H -2.80 -0.94 2.66
*
```

Computed properties:
**HOMO energy**: -5.88 eV
**E_tot**: -1219.40097 Eh
**LUMO level**: 2.946 eV
**Frontier orbital gap**: 8.827 eV
**Strongest force on any atom**: 1.9 eV/A


Molecular formula: C2H4NP
Method: DFT, the ωB97M-V functional and the def2-TZVPD basis

```
! RIJCOSX wB97M-V def2-TZVPD def2/J DEFGRID3
* xyz 0 1
P 1.48 0.68 -0.11
N -1.61 1.02 -0.16
C 0.24 -0.74 -0.46
C -0.52 0.47 -0.26
H -1.66 2.01 0.05
H 0.12 -1.55 0.24
H 1.36 0.56 1.28
H 0.27 -1.09 -1.49
*
```

Computed properties:
**HOMO energy**: -8.45 eV
**E_tot**: -474.63478 Eh
**LUMO level**: 0.901 eV
**Structure (SMILES)**: [H]/N=C1/CP1
**Frontier orbital gap**: 9.347 eV
**Strongest force on any atom**: 2.6 eV/A